Record 1
C32H57BaN2O2P2 as an isolated structure, computed with ωB97M-V/def2-TZVPD.

Structure (XYZ):
```
96
Properties=species:S:1:pos:R:3
C 2.799 -0.466 0.879
C 2.279 0.965 -0.928
C 4.176 -0.315 0.687
C 3.670 1.248 -1.059
C 4.609 0.610 -0.263
H 4.866 -0.893 1.294
H 3.964 1.971 -1.821
H 5.670 0.830 -0.371
N 1.878 0.159 0.127
P 0.717 -0.880 2.784
P -0.267 1.292 -2.479
C 2.282 -1.435 1.975
H 2.100 -2.417 1.492
H 3.080 -1.619 2.717
C 1.371 1.552 -1.879
H 1.848 2.357 -2.454
C 0.016 0.330 -4.132
C -0.932 3.111 -2.775
C -0.333 -2.451 3.178
C 1.367 0.123 4.246
C -1.275 -0.461 -4.408
H -2.151 0.195 -4.520
H -1.166 -1.035 -5.341
H -1.481 -1.168 -3.591
C 0.410 1.244 -5.296
H -0.375 1.951 -5.595
H 1.334 1.793 -5.066
H 0.624 0.606 -6.169
C 1.190 -0.630 -3.918
H 1.329 -1.241 -4.824
H 2.122 -0.079 -3.738
H 1.012 -1.301 -3.069
C -2.303 3.008 -3.472
H -3.010 2.381 -2.909
H -2.741 4.015 -3.554
H -2.229 2.606 -4.495
C -1.075 3.784 -1.396
H -1.713 3.237 -0.684
H -0.092 3.952 -0.938
H -1.534 4.775 -1.538
C 0.023 3.993 -3.585
H 0.240 3.613 -4.590
H -0.464 4.974 -3.707
H 0.968 4.161 -3.058
C 0.191 0.827 4.956
H 0.588 1.450 5.774
H -0.365 1.497 4.277
H -0.534 0.128 5.396
C 2.348 1.174 3.692
H 3.222 0.681 3.245
H 1.895 1.846 2.948
H 2.709 1.782 4.538
C 2.168 -0.769 5.201
H 2.747 -0.118 5.875
H 1.544 -1.420 5.820
H 2.892 -1.390 4.655
C 0.231 -3.675 2.441
H 1.250 -3.934 2.763
H -0.416 -4.539 2.657
H 0.221 -3.517 1.351
C -1.743 -2.171 2.613
H -1.735 -2.130 1.509
H -2.403 -3.003 2.890
H -2.194 -1.246 3.009
C -0.376 -2.724 4.685
H 0.612 -2.997 5.078
H -0.776 -1.878 5.261
H -1.041 -3.584 4.863
Ba -0.905 0.611 0.531
C 0.251 3.536 1.985
O 0.576 4.628 1.825
N -0.673 -1.580 -0.927
C -0.333 -2.436 -1.654
C -0.296 -3.841 -2.264
C 0.660 -3.924 -3.450
C 0.133 -4.829 -1.178
C -1.711 -4.201 -2.724
H 0.342 -3.252 -4.255
H 1.684 -3.665 -3.144
H 0.671 -4.943 -3.852
H -0.571 -4.793 -0.337
H 0.164 -5.857 -1.566
H 1.132 -4.570 -0.801
H -1.744 -5.208 -3.161
H -2.401 -4.159 -1.868
H -2.059 -3.485 -3.479
C -3.159 3.831 3.230
C -3.438 2.945 2.065
C -4.812 2.993 1.507
O -2.557 2.200 1.564
H -4.069 3.941 3.838
H -2.874 4.835 2.871
H -2.342 3.435 3.848
H -4.908 2.367 0.613
H -5.534 2.658 2.269
H -5.065 4.034 1.261
```

Summary:
- LUMO energy (eV) = -2.5667
- relative energy (zero: lowest compared OMol25 entry of this formula, charge and spin) (eV) = 0.333
- max |F| (eV/A) = 3.5
- net charge = +1


Record 2
C32H57N4OP2Pb as an isolated structure, computed with ωB97M-V/def2-TZVPD.

Structure (XYZ):
```
97
Properties=species:S:1:pos:R:3
C 1.645 -2.130 1.250
C 2.989 -0.382 0.321
C 2.765 -2.823 1.701
C 4.143 -1.053 0.814
C 4.032 -2.257 1.488
H 2.634 -3.777 2.223
H 5.120 -0.600 0.631
H 4.930 -2.763 1.848
N 1.759 -0.960 0.598
P -0.974 -1.320 1.844
P 1.645 1.362 -1.347
C 0.244 -2.682 1.470
H -0.099 -3.153 0.532
H 0.252 -3.466 2.247
C 3.068 0.797 -0.460
H 4.072 1.160 -0.714
C 1.787 0.598 -3.112
C 1.737 3.253 -1.492
C -2.734 -2.058 1.578
C -0.638 -0.910 3.666
C 0.433 0.697 -3.845
H 0.204 1.727 -4.149
H 0.471 0.086 -4.765
H -0.395 0.340 -3.221
C 2.889 1.245 -3.970
H 2.649 2.271 -4.276
H 3.857 1.240 -3.451
H 3.007 0.649 -4.895
C 2.188 -0.873 -2.893
H 2.123 -1.413 -3.851
H 3.224 -0.940 -2.530
H 1.552 -1.378 -2.159
C 0.763 3.757 -2.574
H -0.257 3.378 -2.409
H 0.723 4.859 -2.526
H 1.084 3.487 -3.589
C 1.332 3.885 -0.161
H 0.272 3.703 0.071
H 1.938 3.517 0.678
H 1.456 4.978 -0.224
C 3.177 3.703 -1.776
H 3.578 3.315 -2.721
H 3.193 4.806 -1.839
H 3.850 3.406 -0.962
C -1.514 0.302 4.056
H -1.311 0.567 5.108
H -1.287 1.183 3.441
H -2.588 0.084 3.967
C 0.861 -0.564 3.815
H 1.478 -1.473 3.785
H 1.231 0.121 3.042
H 1.006 -0.080 4.794
C -0.907 -2.090 4.623
H -0.409 -1.868 5.584
H -1.971 -2.239 4.842
H -0.485 -3.034 4.250
C -2.635 -3.337 0.736
H -2.120 -4.150 1.270
H -3.655 -3.688 0.499
H -2.115 -3.160 -0.212
C -3.550 -0.996 0.810
H -3.111 -0.787 -0.176
H -4.579 -1.368 0.665
H -3.603 -0.044 1.361
C -3.492 -2.424 2.866
H -3.021 -3.260 3.401
H -3.612 -1.577 3.552
H -4.507 -2.754 2.575
Pb -0.087 0.194 0.055
C 0.427 1.550 1.595
O 0.555 2.380 2.456
N -0.663 -1.204 -1.310
C -1.005 -1.972 -2.122
C -1.434 -2.938 -3.128
C -0.214 -3.386 -3.957
C -2.044 -4.152 -2.398
C -2.475 -2.270 -4.051
H 0.241 -2.536 -4.492
H 0.558 -3.846 -3.320
H -0.540 -4.129 -4.701
H -2.928 -3.866 -1.806
H -2.359 -4.903 -3.136
H -1.308 -4.619 -1.721
H -2.792 -2.990 -4.820
H -3.366 -1.946 -3.490
H -2.047 -1.388 -4.557
C -1.879 5.449 1.185
N -1.201 4.384 1.992
C -0.918 4.715 3.438
C -0.904 3.278 1.491
N -0.746 2.126 0.813
H -2.090 6.362 1.757
H -2.822 5.029 0.810
H -1.222 5.701 0.338
H -1.436 3.966 4.054
H 0.166 4.650 3.597
H -1.261 5.718 3.724
```

Summary:
- LUMO energy (spin up / spin down) (eV) = -2.3506 / -1.8023
- relative energy (zero: lowest compared OMol25 entry of this formula, charge and spin) (eV) = 9.359
- max |F| (eV/A) = 8.9
- net charge = +1


Record 3
A 2-piece molecular cluster, C32H58Br2F2NO6SSi overall, computed with ωB97M-V/def2-TZVPD.

Structure (XYZ):
```
103
Properties=species:S:1:pos:R:3
C 6.796 0.833 1.384
O 5.484 1.406 1.454
C 4.593 0.824 0.494
C 3.582 1.909 -0.010
C 2.457 2.244 1.074
C 1.622 0.890 1.273
C 0.142 1.279 1.731
C -0.533 0.074 2.498
C -1.168 -1.066 1.653
N -2.501 -0.825 0.941
C -3.459 -0.065 1.766
F -4.800 -0.242 1.397
F -3.463 -0.540 3.091
C -3.297 1.503 1.888
C -4.645 2.319 1.656
Si -4.276 4.220 1.660
C -5.986 5.067 1.619
C -3.183 4.731 3.125
C -3.458 4.554 -0.049
C -4.250 4.182 -1.237
C -3.764 4.335 -2.603
C -2.409 4.893 -2.774
C -1.627 5.305 -1.599
C -2.129 5.145 -0.228
C -3.070 -2.242 0.860
C -2.181 -3.268 0.065
C -1.351 -4.280 0.986
C -1.560 -5.790 0.538
C -1.187 -6.019 -0.985
O -2.931 -6.199 0.718
O -1.308 -2.752 -0.939
C -1.656 -1.471 -1.469
C -2.271 -0.388 -0.483
C -3.373 0.431 -1.239
Br -2.441 1.095 -2.905
C -4.752 -0.165 -1.683
C -4.948 -1.664 -2.071
Br -5.305 0.870 -3.325
H 7.232 0.861 2.413
H 7.460 1.441 0.710
H 6.791 -0.238 1.033
H 5.190 0.481 -0.399
H 4.109 -0.074 0.962
H 4.133 2.862 -0.219
H 3.025 1.615 -0.943
H 1.778 3.074 0.754
H 2.996 2.541 2.014
H 1.647 0.232 0.369
H 2.081 0.410 2.186
H 0.299 2.091 2.504
H -0.464 1.750 0.918
H -1.193 0.521 3.297
H 0.301 -0.405 3.095
H -1.251 -1.948 2.347
H -0.363 -1.371 0.924
H -2.959 1.772 2.926
H -2.592 1.860 1.095
H -5.085 2.128 0.633
H -5.403 2.118 2.456
H -5.831 6.146 1.365
H -6.552 4.899 2.571
H -6.562 4.585 0.774
H -3.479 4.202 4.074
H -3.368 5.825 3.311
H -2.085 4.612 2.925
H -5.281 3.763 -1.091
H -4.369 4.048 -3.496
H -2.011 5.005 -3.806
H -0.614 5.728 -1.775
H -1.531 5.459 0.655
H -4.084 -2.279 0.393
H -3.220 -2.681 1.887
H -2.896 -3.962 -0.481
H -0.269 -4.056 0.744
H -1.587 -4.141 2.070
H -0.918 -6.483 1.151
H -0.100 -5.827 -1.196
H -1.362 -7.104 -1.238
H -1.835 -5.428 -1.688
H -3.352 -6.039 -0.145
H -0.703 -1.058 -1.911
H -2.289 -1.681 -2.379
H -1.429 0.363 -0.369
H -3.601 1.434 -0.772
H -5.566 0.121 -0.959
H -4.174 -2.396 -1.733
H -5.925 -2.019 -1.628
H -5.081 -1.797 -3.181
O 9.225 -1.216 -0.811
S 8.421 -1.689 -1.900
O 7.037 -2.025 -1.726
O 9.170 -2.919 -2.607
C 9.585 -4.024 -1.793
C 8.424 -4.941 -1.457
C 8.559 -0.550 -3.243
H 10.083 -3.669 -0.887
H 10.325 -4.577 -2.372
H 7.712 -4.446 -0.795
H 8.781 -5.843 -0.957
H 7.883 -5.226 -2.361
H 9.612 -0.339 -3.419
H 8.034 0.361 -2.962
H 8.098 -0.990 -4.126
```

Summary:
- LUMO energy (eV) = -2.6194
- max |F| (eV/A) = 5.3
- net charge = +1


Record 4
A 13-piece molecular cluster, C32H58Br4O25 overall, computed with ωB97M-V/def2-TZVPD.

Structure (XYZ):
```
119
Properties=species:S:1:pos:R:3
Br 3.715 -4.884 1.496
C 4.223 -2.891 1.325
C 3.599 -2.128 2.354
Br 4.623 -2.519 4.043
H 3.886 -2.631 0.322
H 5.297 -2.711 1.383
H 2.523 -2.232 2.495
H 3.609 -1.072 2.086
Br -2.916 -0.496 2.292
C -4.814 -0.103 2.420
C -5.459 -1.204 3.369
Br -7.430 -1.032 3.208
H -5.327 -0.069 1.459
H -4.975 0.826 2.968
H -5.201 -1.047 4.416
H -5.240 -2.263 3.226
C 0.592 -0.588 1.434
C 0.619 0.179 -0.002
C 1.028 1.597 0.164
O 2.068 1.652 -0.870
C 2.538 0.561 -1.126
O 3.635 0.436 -1.677
O 1.759 -0.359 -0.573
H 0.603 -1.677 1.402
H -0.283 -0.255 1.993
H 1.457 -0.230 1.991
H -0.159 0.082 -0.760
H 1.527 1.861 1.096
H 0.134 2.220 0.157
C 0.816 -2.377 -3.490
C 0.577 -1.442 -4.607
C 0.694 -2.116 -6.000
O -0.494 -1.713 -6.700
C -1.398 -1.254 -5.817
O -2.444 -0.819 -6.095
O -0.861 -1.268 -4.546
H 0.213 -3.265 -3.681
H 0.508 -1.996 -2.516
H 1.876 -2.589 -3.351
H 1.206 -0.553 -4.558
H 0.913 -3.179 -5.895
H 1.501 -1.563 -6.481
C -0.290 -3.205 4.130
C 0.687 -2.390 5.186
C 0.078 -2.529 6.592
O 0.963 -3.107 7.387
C 2.012 -3.548 6.636
O 3.012 -4.134 7.035
O 1.841 -3.186 5.376
H -1.026 -2.528 3.696
H -0.770 -4.097 4.533
H 0.275 -3.465 3.235
H 0.847 -1.359 4.872
H -0.864 -3.070 6.498
H -0.137 -1.533 6.981
C -3.076 -2.121 -2.216
C -3.353 -0.568 -2.524
C -4.735 -0.096 -1.979
O -4.509 1.006 -1.134
C -3.121 1.111 -0.984
O -2.639 1.862 -0.149
O -2.501 0.162 -1.783
H -2.147 -2.562 -2.580
H -3.755 -2.829 -2.692
H -3.113 -2.454 -1.179
H -3.279 -0.305 -3.579
H -5.221 -0.879 -1.396
H -5.350 0.089 -2.859
C 0.546 -6.981 1.723
C 0.008 -6.470 0.377
C -1.462 -6.660 0.202
O -1.931 -5.359 0.008
C -0.939 -4.457 0.055
O -0.947 -3.265 -0.207
O 0.249 -5.078 0.370
H 0.405 -8.062 1.717
H -0.062 -6.742 2.595
H 1.575 -6.656 1.877
H 0.471 -6.995 -0.459
H -2.002 -7.017 1.079
H -1.610 -7.194 -0.737
C 3.133 4.585 -2.227
C 3.569 5.882 -1.513
C 2.417 6.882 -1.283
O 2.429 7.170 0.112
C 3.388 6.432 0.694
O 3.607 6.372 1.885
O 3.948 5.633 -0.178
H 2.785 3.834 -1.517
H 3.870 4.093 -2.862
H 2.159 4.671 -2.708
H 4.314 6.298 -2.191
H 1.426 6.495 -1.520
H 2.395 7.742 -1.953
C -0.982 4.337 -1.649
C -1.628 4.609 -3.054
C -2.989 4.011 -3.232
O -3.938 4.923 -2.861
C -3.370 6.162 -2.823
O -3.923 7.230 -2.546
O -2.014 5.918 -3.097
H -0.266 3.523 -1.758
H -1.667 4.130 -0.826
H -0.404 5.189 -1.289
H -0.877 4.236 -3.750
H -3.185 3.215 -2.514
H -3.241 3.754 -4.261
O 3.459 2.333 3.067
H 3.031 3.172 2.897
H 3.602 1.955 2.200
O -1.295 2.821 2.297
H -1.684 2.416 3.071
H -1.896 2.604 1.584
O 5.827 1.899 -3.406
H 5.321 1.389 -2.773
H 6.405 2.441 -2.870
O 1.421 4.407 3.190
H 1.207 5.235 2.759
H 0.778 3.786 2.848
```

Summary:
- spin multiplicity = 2
- LUMO energy (spin up / spin down) (eV) = 1.5935 / 1.5014
- max |F| (eV/A) = 9.3
- net charge = -1